No. 1
57
Properties=species:S:1:pos:R:3:mulliken_charge:R:1 method="wB97M-V/def2-TZVPD" total_charge=0 lumo_energy_ha="-0.071 / -0.087" spin_multiplicity=2 homo_lumo_gap_ev="5.9 / 5.5"
Pt -0.94 1.29 -0.59 0.956
C 4.07 2.13 0.80 -1.324
C 3.52 1.32 -0.38 -0.461
C 2.10 1.25 -0.34 0.766
N 0.95 1.19 -0.28 -0.495
H 5.14 2.28 0.67 0.387
H 3.89 1.60 1.73 0.330
H 3.58 3.10 0.85 0.352
H 3.92 0.30 -0.37 0.226
H 3.79 1.79 -1.33 0.379
F -1.70 3.25 0.75 -0.425
P -1.17 4.56 -0.16 1.332
F -0.63 5.75 -1.06 -0.345
F -0.76 3.48 -1.41 -0.510
F 0.32 4.26 0.42 -0.364
F -2.64 4.66 -0.79 -0.364
F -1.53 5.52 1.06 -0.353
C -0.06 -3.00 -3.56 -1.503
C 1.05 -2.14 -2.97 0.186
C 0.93 -0.68 -3.42 -1.044
C 1.08 -2.19 -1.46 0.322
C 2.25 -2.46 -0.78 -0.743
C 2.49 -2.35 0.61 -1.093
C 1.70 -1.84 1.62 -0.582
C 0.40 -1.31 1.62 1.245
C -0.14 -0.74 2.90 0.272
C -0.91 0.57 2.74 -1.424
C -1.01 -1.78 3.63 -1.408
C -0.10 -1.87 -0.78 0.812
O -1.26 -1.33 -1.32 -0.305
H -0.02 -2.98 -4.65 0.477
H -1.04 -2.63 -3.25 0.261
H 0.04 -4.03 -3.23 0.356
H 2.01 -2.53 -3.33 0.563
H 0.02 -0.22 -3.03 0.095
H 0.90 -0.62 -4.50 0.501
H 1.78 -0.10 -3.06 0.126
H 3.09 -2.79 -1.38 0.398
H 3.48 -2.68 0.92 0.335
H 2.17 -1.82 2.59 0.393
H 0.73 -0.53 3.53 0.605
H -1.94 0.39 2.43 0.142
H -0.44 1.25 2.03 0.234
H -0.95 1.09 3.70 0.524
H -1.87 -2.05 3.03 0.236
H -1.36 -1.35 4.57 0.417
H -0.44 -2.68 3.85 0.370
N -4.90 0.52 -0.44 -0.416
C -3.56 0.48 -0.42 1.081
O -2.91 1.32 -1.11 -0.705
C -2.86 -0.53 0.35 -0.837
C -1.47 -0.68 -0.08 0.551
N -0.39 -1.41 0.50 0.301
C -3.52 -1.34 1.25 -0.638
N -4.12 -2.00 1.99 -0.696
H -5.45 -0.04 0.19 0.227
H -5.31 1.30 -0.92 0.275

No. 2
112
Properties=species:S:1:pos:R:3:mulliken_charge:R:1 method="wB97M-V/def2-TZVPD" total_charge=0 lumo_energy_ha=-0.131 spin_multiplicity=1 homo_lumo_gap_ev=4.5
C -4.77 0.53 -3.25 -1.685
C -3.37 0.49 -2.71 2.126
C -3.41 1.06 -1.29 -0.628
C -4.16 0.16 -0.35 -1.737
C -3.51 -1.29 -0.26 0.190
C -3.36 -1.97 -1.69 1.233
N -3.00 -0.96 -2.76 1.238
O -2.53 -1.46 -3.79 -0.287
C -4.72 -2.78 -2.12 -2.383
C -2.08 -2.91 -1.56 -1.697
C -2.45 1.26 -3.58 -2.673
H -4.73 0.02 -4.23 0.424
H -5.24 1.67 -3.62 0.288
H -5.71 0.15 -2.91 0.347
H -3.78 2.14 -1.24 0.547
H -2.41 0.82 -1.06 -0.174
H -5.19 0.20 -0.46 0.521
H -3.97 0.57 0.55 0.670
H -4.07 -1.89 0.46 0.723
H -2.48 -1.12 0.17 -0.847
H -5.67 -2.32 -2.44 0.266
H -4.89 -3.34 -1.37 0.614
H -4.65 -3.11 -2.95 0.902
H -2.08 -3.72 -0.85 0.431
H -1.20 -2.26 -1.31 0.200
H -1.70 -3.42 -2.36 0.563
H -2.19 1.02 -4.65 0.402
H -1.47 1.23 -3.37 0.642
H -2.89 2.16 -3.76 0.631
C 0.69 0.11 -0.36 0.008
O -0.39 0.11 0.22 0.012
O 1.73 0.29 0.47 -0.031
O 0.83 -0.09 -1.50 -0.607
H 1.51 0.52 1.48 0.249
C 5.09 -2.61 0.94 -0.384
C 6.34 -3.06 0.17 -0.666
C 6.36 -2.78 -1.30 -0.535
C 5.10 -1.96 -1.99 -0.197
C 4.00 -1.43 -0.94 0.766
C 3.97 -1.99 0.44 -0.474
N 4.99 -1.79 -3.37 0.803
O 6.07 -2.15 -4.05 -0.584
O 4.11 -1.10 -3.86 -0.495
H 5.04 -2.91 1.98 0.375
H 7.20 -3.42 0.57 0.520
H 7.27 -2.95 -1.66 0.486
H 2.94 -0.99 -1.28 -0.018
H 3.11 -1.89 1.15 0.329
C 0.62 0.44 -5.85 -0.740
C -0.33 -0.24 -6.95 -0.613
C -0.81 -1.69 -6.67 -0.495
C -0.28 -2.49 -5.44 -0.256
C 0.57 -1.64 -4.43 0.126
C 1.00 -0.27 -4.73 0.303
N -0.58 -3.91 -5.22 1.063
O -0.01 -4.47 -4.25 -0.603
O -1.35 -4.35 -5.97 -0.597
H 0.92 1.35 -6.20 0.539
H -0.62 0.33 -7.76 0.564
H -1.29 -2.15 -7.59 0.346
H 0.86 -2.05 -3.42 0.456
H 1.62 0.34 -3.88 -0.065
C 1.20 1.87 8.23 -0.631
C 2.39 0.89 8.12 -0.413
C 2.66 0.22 6.76 -0.655
C 1.67 0.57 5.60 0.230
C 0.58 1.55 5.79 0.312
C 0.22 2.16 7.16 -0.878
N 1.77 -0.13 4.28 1.083
O 1.30 0.37 3.29 -0.713
O 2.33 -1.17 4.33 -0.625
H 0.92 2.25 9.06 0.520
H 3.04 0.93 9.06 0.285
H 3.52 -0.43 6.67 0.413
H -0.18 1.80 4.94 0.006
H -0.56 2.70 7.30 0.736
C -2.42 4.08 3.68 -0.178
O -2.00 3.41 4.59 -0.574
N -2.45 3.53 2.42 0.148
C -2.94 4.30 1.28 -0.787
C -1.74 2.22 2.15 0.969
H -2.95 4.79 3.64 0.623
H -3.98 4.89 1.58 0.240
H -2.98 3.74 0.45 0.201
H -1.97 4.86 1.06 0.390
H -2.14 1.26 1.97 -0.517
H -1.05 1.83 3.10 -0.694
H -1.11 2.48 1.16 0.155
C 4.85 4.63 -0.30 0.090
O 5.27 4.23 0.74 -0.534
N 4.16 3.75 -1.16 0.146
C 3.85 4.06 -2.50 -0.890
C 3.97 2.28 -0.74 -0.306
H 4.89 5.73 -0.77 0.205
H 4.74 4.21 -3.19 0.321
H 3.37 5.05 -2.64 0.350
H 3.35 3.34 -3.04 0.218
H 3.24 1.87 -1.41 -0.276
H 4.14 2.21 0.35 0.318
H 4.90 1.72 -1.14 0.380
C -1.44 -1.57 5.32 -0.189
O -1.35 -2.27 6.42 -0.744
N -1.40 -2.23 4.21 0.272
C -1.56 -1.52 2.87 -1.681
C -1.48 -3.68 4.15 -1.231
H -1.40 -0.56 5.34 0.715
H -2.56 -1.46 2.56 0.669
H -1.20 -2.04 2.12 0.794
H -1.09 -0.68 2.88 0.092
H -1.15 -4.20 4.82 0.532
H -1.03 -4.00 3.34 0.408
H -2.76 -3.81 4.09 0.265

Relative energy (zero: lowest compared OMol25 entry of this formula, charge and spin) for every record listed, in sequence, given in kJ/mol: 151.6; 695.4.
Maximum force for every record listed, in sequence, given in Eh/bohr: 0.083; 0.288.